Entry 1:
{"formula": "C22H24CoN2O2", "method": "the ωB97M-V functional and the def2-TZVPD basis", "s_squared": 3.858, "largest_force_ha_per_bohr": 0.081, "lumo_ev": [5.035, 4.977], "homo_energy_ev": [2.9, 1.0], "charge": -2, "total_energy_ev": -67898.2622, "de_lowest_ev": 0.000, "spin_multiplicity": 4, "symbols": ["C", "C", "C", "C", "C", "Co", "N", "C", "C", "H", "H", "H", "H", "H", "H", "H", "H", "H", "H", "C", "C", "C", "C", "C", "C", "N", "C", "C", "C", "C", "C", "C", "C", "O", "O", "C", "C", "H", "H", "H", "H", "H", "H", "H", "H", "H", "H", "H", "H", "H", "H"], "coordinates": [[3.8685, 0.8524, 0.9594], [3.9222, 0.1704, -0.3038], [3.1316, -1.0764, -0.1538], [2.8601, -1.2824, 1.1586], [3.4234, -0.1527, 1.9740], [2.2221, 1.2695, -0.1232], [2.7654, 0.2233, 3.1216], [2.1614, 2.7204, -1.1971], [2.2739, 1.5580, -2.0679], [2.8295, -1.6792, -0.9985], [4.4521, 0.4648, -1.2071], [2.3391, -2.1151, 1.6158], [4.1151, -0.4368, 2.8177], [4.4133, 1.7671, 1.2552], [3.2269, 1.3709, -2.6051], [1.1965, 3.2349, -1.1660], [3.1042, 1.1404, 3.4944], [1.3549, 1.3044, -2.6335], [3.0089, 3.4156, -1.1807], [-1.4308, -2.0885, -3.0557], [-1.6046, -0.6832, -2.5500], [-1.0432, 0.3761, -3.2611], [-1.0959, 1.6858, -2.7703], [-1.7037, 1.9300, -1.5445], [-2.1674, 0.8541, -0.7748], [-2.4999, 1.1294, 0.5536], [-2.1845, 0.3666, 1.6731], [-3.0580, 0.3219, 2.7690], [-2.9161, -0.6849, 3.7184], [-1.8868, -1.6340, 3.6030], [-0.9324, -1.5144, 2.5931], [-1.0682, -0.4888, 1.6667], [0.0101, -0.2604, 0.6591], [0.3130, -1.1873, -0.1126], [0.5623, 0.9220, 0.7116], [-2.2594, -0.4415, -1.3342], [-2.9333, -1.5628, -0.6215], [-0.8773, -2.7058, -2.3328], [-2.3923, -2.5836, -3.2471], [-0.8651, -2.0889, -3.9945], [-0.5447, 0.1546, -4.2107], [-0.6277, 2.5032, -3.3236], [-1.7278, 2.9330, -1.1102], [-2.9952, 1.9988, 0.7255], [-3.8805, 1.0415, 2.8052], [-3.6381, -0.7548, 4.5370], [-1.8086, -2.4681, 4.3021], [-0.0932, -2.2078, 2.4757], [-2.1990, -2.1551, -0.0545], [-3.7015, -1.2127, 0.0724], [-3.4190, -2.2442, -1.3277]], "forces_ev_per_a": [[1.24, 0.39, 0.77], [-0.48, -0.76, -0.49], [1.56, 1.43, -0.41], [0.51, -0.10, 1.08], [-0.24, 0.38, -1.70], [1.32, -2.90, 0.15], [-2.60, 1.39, 2.96], [0.37, 2.39, -1.89], [-0.92, 0.69, -0.59], [-0.02, -0.07, 0.08], [-0.06, -0.17, 0.33], [-0.16, 0.14, -0.13], [2.28, -1.14, -0.01], [0.12, -0.85, -0.19], [-0.68, 0.05, 0.30], [-0.04, 0.19, -0.08], [-0.08, -0.71, -0.80], [0.77, -0.14, 0.20], [-0.08, 0.19, 0.01], [-0.04, -0.23, -0.16], [0.01, 0.46, -0.18], [-0.01, 0.02, 0.00], [-0.56, -0.03, -0.11], [0.47, -0.25, -0.26], [0.18, -0.02, -0.62], [-0.95, 0.64, 0.51], [-0.11, -0.90, 0.26], [0.03, -0.10, -0.25], [0.23, -0.18, 0.12], [-0.03, -0.05, 0.13], [-0.52, 0.23, 0.03], [-0.10, 0.43, 0.00], [1.63, 0.90, -1.07], [-0.80, 0.37, 0.50], [-2.88, -2.15, 0.51], [0.38, 0.71, 0.13], [0.00, -0.49, 0.37], [-0.12, 0.26, -0.05], [0.10, 0.03, 0.03], [-0.08, 0.03, 0.15], [-0.02, 0.17, 0.39], [-0.18, -0.26, 0.17], [0.24, -0.33, -0.09], [0.33, -0.31, -0.07], [0.08, -0.29, 0.07], [0.25, 0.02, -0.20], [-0.11, 0.28, -0.02], [-0.28, 0.35, 0.17], [-0.15, 0.13, -0.05], [0.14, 0.06, 0.02], [0.05, 0.11, -0.02]]}

=====

Entry 2:
{"formula": "C22H24CsN5O2", "method": "the ωB97M-V functional and the def2-TZVPD basis", "largest_force_ha_per_bohr": 0.002, "lumo_ev": -0.511, "homo_energy_ev": -7.4, "total_energy_ev": -35298.2563, "de_lowest_ev": 0.000, "symbols": ["Cs", "O", "C", "O", "C", "C", "C", "N", "C", "C", "C", "C", "C", "C", "C", "N", "C", "C", "C", "C", "C", "N", "H", "H", "H", "H", "H", "H", "H", "H", "H", "H", "C", "C", "N", "C", "C", "C", "C", "N", "H", "H", "H", "H", "H", "H", "H", "H", "H", "H", "H", "H", "H", "H"], "coordinates": [[0.1083, 0.2748, -0.3359], [2.2952, -5.2464, 5.0514], [1.8687, -5.5667, 3.9296], [1.8570, -6.6496, 3.3212], [1.2452, -4.3885, 3.1318], [1.1998, -3.1109, 3.6597], [0.6954, -2.0667, 2.8929], [0.2500, -2.2376, 1.6427], [0.2598, -3.4807, 1.1454], [0.7399, -4.5731, 1.8567], [-0.2419, -3.6735, -0.2492], [-0.6180, -4.9395, -0.7044], [-1.0299, -5.0982, -2.0130], [-1.0598, -3.9929, -2.8496], [-0.6833, -2.7755, -2.3147], [-0.2893, -2.6076, -1.0537], [0.6328, -0.6880, 3.4692], [0.7554, -0.4811, 4.8455], [0.7135, 0.8049, 5.3476], [0.5501, 1.8670, 4.4717], [0.4266, 1.5719, 3.1274], [0.4612, 0.3373, 2.6314], [1.6065, -2.9826, 4.6527], [0.7897, -5.5746, 1.4527], [-0.6005, -5.7859, -0.0347], [-1.3252, -6.0750, -2.3735], [-1.3684, -4.0653, -3.8830], [-0.6967, -1.8845, -2.9370], [0.8650, -1.3192, 5.5163], [0.8037, 0.9732, 6.4127], [0.5130, 2.8916, 4.8140], [0.2915, 2.3757, 2.4078], [5.9110, 1.1105, 0.5557], [5.9726, 0.1681, -0.6421], [5.1937, -1.0512, -0.4796], [5.9276, -2.2718, -0.1506], [6.3084, -2.3837, 1.3186], [3.8335, -1.0047, -0.5446], [3.0908, -2.2815, -0.2678], [3.1362, 0.0453, -0.8346], [6.4755, 2.0210, 0.3491], [6.3363, 0.6423, 1.4426], [4.8851, 1.3921, 0.7927], [7.0048, -0.1338, -0.8206], [5.6482, 0.6829, -1.5520], [6.8232, -2.2918, -0.7758], [5.3357, -3.1328, -0.4494], [6.9804, -1.5788, 1.6184], [6.8177, -3.3291, 1.5085], [5.4236, -2.3447, 1.9555], [3.2320, -2.9958, -1.0818], [2.0311, -2.0720, -0.1836], [3.4159, -2.7598, 0.6569], [3.7257, 0.8503, -1.0227]], "forces_ev_per_a": [[0.03, 0.01, 0.01], [0.01, -0.01, 0.00], [-0.02, 0.03, -0.02], [0.01, -0.01, 0.01], [-0.02, 0.01, -0.01], [0.09, -0.02, -0.08], [-0.06, 0.00, 0.03], [-0.11, 0.01, 0.00], [-0.07, -0.02, 0.03], [0.10, 0.05, 0.00], [0.01, -0.04, -0.02], [-0.05, 0.02, 0.03], [0.00, -0.01, 0.00], [0.00, 0.02, -0.02], [-0.03, -0.03, 0.01], [-0.02, -0.08, -0.09], [0.04, 0.00, 0.02], [-0.05, -0.01, -0.01], [0.00, -0.01, 0.01], [0.00, 0.03, -0.01], [-0.01, -0.02, 0.04], [0.05, 0.09, 0.03], [0.01, -0.01, 0.00], [0.01, 0.00, 0.01], [0.00, 0.00, 0.00], [0.00, 0.01, -0.01], [0.00, -0.01, 0.00], [0.01, 0.00, 0.00], [0.00, 0.00, 0.00], [0.00, 0.01, 0.00], [0.00, -0.01, 0.02], [0.00, 0.00, 0.00], [0.01, 0.04, 0.04], [-0.01, -0.04, -0.01], [0.03, 0.02, 0.00], [-0.02, 0.00, -0.03], [0.02, 0.00, 0.03], [0.00, 0.02, 0.02], [0.01, -0.07, 0.02], [-0.01, -0.01, 0.00], [0.00, 0.00, -0.01], [0.00, -0.01, -0.01], [0.00, -0.01, -0.01], [0.00, 0.01, 0.00], [0.00, 0.01, 0.00], [0.01, 0.01, 0.01], [0.00, 0.00, 0.01], [-0.01, 0.01, -0.01], [-0.01, -0.01, -0.01], [0.00, 0.00, 0.00], [0.01, 0.00, 0.00], [0.04, 0.04, -0.05], [0.00, 0.01, 0.00], [0.02, -0.01, 0.01]]}

=====

Entry 3:
{"formula": "C22H24F5HfN2SSi", "method": "the ωB97M-V functional and the def2-TZVPD basis", "largest_force_ha_per_bohr": 0.002, "lumo_ev": -3.418, "homo_energy_ev": -12.0, "charge": 1, "total_energy_ev": -59786.5720, "de_lowest_ev": 0.000, "symbols": ["Hf", "C", "Si", "C", "N", "C", "C", "C", "C", "C", "C", "C", "C", "C", "C", "C", "C", "C", "C", "C", "C", "C", "H", "H", "H", "H", "H", "H", "H", "H", "H", "H", "H", "H", "H", "H", "H", "H", "H", "H", "H", "H", "H", "H", "H", "H", "F", "C", "F", "C", "F", "F", "F", "S", "C", "N"], "coordinates": [[0.0053, -0.1234, 0.0309], [-1.0760, -1.7167, -0.9443], [-1.9672, -0.8282, -2.3398], [-2.3720, 0.8730, -1.5294], [-1.1866, 1.5355, -0.8618], [-1.6376, 2.4756, 0.2190], [-2.4814, 3.6249, -0.3258], [-1.8920, 4.1954, -1.6274], [-0.4316, 3.7883, -1.7682], [-0.3033, 2.2724, -1.8611], [-3.5773, -1.5579, -2.8945], [-4.6839, -1.5923, -2.0401], [-5.8806, -2.1591, -2.4470], [-5.9879, -2.7054, -3.7194], [-4.8996, -2.6856, -4.5788], [-3.7025, -2.1159, -4.1687], [-0.7702, -0.5030, -3.7286], [0.5650, -0.9052, -3.6633], [1.4750, -0.5380, -4.6488], [1.0559, 0.2325, -5.7212], [-0.2748, 0.6281, -5.8162], [-1.1753, 0.2650, -4.8289], [-0.5461, -2.6059, -1.2928], [-1.8491, -2.0473, -0.2302], [-3.1236, 0.7073, -0.7507], [-2.8166, 1.5666, -2.2471], [-0.7399, 2.8556, 0.7134], [-2.1977, 1.9013, 0.9574], [-2.5190, 4.3885, 0.4522], [-3.5084, 3.2930, -0.4778], [-1.9885, 5.2795, -1.6432], [-2.4504, 3.8269, -2.4916], [0.1546, 4.1786, -0.9332], [0.0104, 4.2055, -2.6734], [0.7382, 1.9705, -1.7118], [-0.5915, 1.9236, -2.8501], [-4.6192, -1.1809, -1.0372], [-6.7280, -2.1791, -1.7746], [-6.9212, -3.1499, -4.0389], [-4.9819, -3.1157, -5.5681], [-2.8586, -2.1102, -4.8490], [0.9120, -1.5244, -2.8437], [2.5057, -0.8606, -4.5795], [1.7604, 0.5176, -6.4914], [-0.6056, 1.2157, -6.6625], [-2.2105, 0.5809, -4.9183], [-1.4267, 0.7110, 3.0167], [-0.5730, 0.0533, 2.2324], [0.6430, 0.8406, 2.1478], [-0.1057, -1.2532, 2.8472], [0.6481, -1.7921, 1.7834], [-1.1041, -2.0791, 3.0772], [0.6871, -1.1917, 3.8911], [4.5801, -0.1225, -1.3561], [3.0937, -0.1034, -0.8984], [1.9401, -0.0760, -0.5528]], "forces_ev_per_a": [[-0.05, -0.01, -0.03], [-0.01, 0.00, 0.00], [-0.01, 0.01, -0.03], [0.01, 0.03, -0.01], [0.01, -0.01, -0.02], [0.02, -0.02, -0.02], [-0.01, 0.00, 0.01], [-0.01, 0.00, 0.00], [0.01, 0.00, -0.02], [-0.01, -0.02, 0.01], [0.01, 0.00, -0.01], [0.00, 0.01, 0.02], [0.00, -0.01, -0.01], [0.00, 0.00, 0.00], [0.00, 0.00, 0.01], [0.00, -0.01, -0.01], [-0.01, 0.01, -0.01], [0.01, -0.01, 0.00], [-0.01, 0.00, 0.01], [-0.01, 0.00, 0.00], [0.02, 0.00, 0.00], [-0.01, -0.01, 0.00], [0.00, 0.00, 0.00], [0.00, 0.00, 0.00], [0.00, 0.00, 0.00], [-0.01, 0.00, 0.00], [0.00, 0.00, 0.00], [-0.01, 0.00, 0.01], [0.00, 0.00, 0.00], [0.00, 0.00, 0.00], [0.01, 0.00, 0.00], [0.00, 0.00, 0.00], [0.00, 0.00, 0.00], [-0.01, 0.01, 0.00], [0.01, 0.01, 0.00], [0.00, 0.00, 0.00], [0.00, 0.00, 0.00], [0.00, 0.00, 0.00], [0.00, 0.00, 0.00], [0.00, 0.00, 0.00], [0.00, 0.00, 0.00], [0.00, 0.00, 0.00], [0.00, 0.00, 0.00], [0.00, 0.00, 0.00], [0.00, 0.00, 0.00], [0.00, 0.00, 0.00], [0.00, 0.01, 0.01], [-0.08, -0.03, 0.05], [0.03, 0.02, 0.01], [0.11, 0.01, 0.02], [0.03, 0.01, 0.00], [-0.02, 0.00, -0.02], [-0.02, -0.01, -0.01], [-0.01, -0.02, -0.03], [0.01, 0.04, 0.04], [0.03, -0.04, 0.03]]}